Entry from the OMol25 dataset: a molecular structure, C7H15Cl5MgN3O2 (the ωB97M-V functional and the def2-TZVPD basis).

Values from the calculation:
Gap between HOMO and LUMO in eV: 9.988
M in Da: 374.786
HOMO in Ha: -0.478
Net charge: +1
DFT total energy in eV: -84122.0946
Max |F| in hartree/bohr: 0.0595
E_LUMO in eV: -3.0

```
33
C7H15Cl5MgN3O2, DFT the ωB97M-V functional and the def2-TZVPD basis
Mg 0.280 -0.053 -0.615
N -1.878 -0.408 -0.619
C -2.058 -0.813 0.768
C -1.208 -0.041 1.844
N -0.234 0.862 1.239
C 0.835 1.209 2.215
C 2.136 0.851 1.466
N 2.015 1.097 -0.020
H -2.216 -1.101 -1.243
H -2.360 0.441 -0.794
H -3.135 -0.829 1.163
H -1.761 -1.881 0.842
H -1.839 0.398 2.618
H -0.697 -0.841 2.406
H -0.677 1.680 0.836
H 0.741 2.348 2.450
H 0.781 0.691 3.164
H 3.004 1.440 1.873
H 2.448 -0.275 1.561
H 1.916 2.055 -0.210
H 2.826 0.708 -0.436
Cl -0.263 1.460 -2.456
C -0.953 3.131 -2.176
Cl -0.344 3.798 -0.694
H -2.036 3.153 -2.144
H -0.637 3.667 -3.108
Cl 2.251 -4.322 -2.055
C 0.671 -3.779 -1.592
Cl 0.115 -4.903 -0.360
Cl -0.433 -3.800 -2.997
C 0.899 -2.353 -1.069
O 0.617 -2.099 0.099
O 1.196 -1.493 -1.952
```



Entry from the OMol25 dataset: a molecular structure, C7H15CuNO4 (the ωB97M-V functional and the def2-TZVPD basis).

Values from the calculation:
Gap between HOMO and LUMO (spin up / spin down) in eV: 7.652 / 4.201
M in Da: 240.746
HOMO (spin up / spin down) in Ha: -0.594 / -0.594
Energy above the lowest of the compared OMol25 structures with the same formula, charge and spin in kJ/mol: 0.0
Multiplicity: 2
Net charge: +2
DFT total energy in eV: -61799.9744
Max |F| in hartree/bohr: 0.1038
E_LUMO (spin up / spin down) in eV: -8.5 / -12.0

```
28
C7H15CuNO4, DFT the ωB97M-V functional and the def2-TZVPD basis
C 4.236 1.149 0.282
C 3.943 -0.293 -0.269
O 3.966 -1.209 0.694
C 2.541 -0.324 -1.062
O 1.465 -0.264 -0.174
C 0.386 -0.959 -0.614
O 0.431 -1.997 -1.074
O -0.774 -0.286 -0.460
C -1.609 -0.840 0.558
C -3.072 -0.651 0.251
C -3.475 0.765 -0.148
N -4.920 0.891 0.115
H 5.004 1.567 -0.357
H 3.364 1.782 0.280
H 4.646 1.059 1.277
H 4.746 -0.570 -0.940
H 3.521 -0.879 1.505
H 2.571 -1.221 -1.673
H 2.552 0.547 -1.708
H -1.381 -0.355 1.525
H -1.421 -1.894 0.720
H -3.629 -0.889 1.153
H -3.441 -1.324 -0.515
H -2.977 1.592 0.454
H -3.310 0.960 -1.199
H -5.360 0.138 -0.400
H -5.273 1.781 -0.215
Cu -2.731 1.725 1.994
```



Entry from the OMol25 dataset: 2 unconnected molecules or ions with the total composition C7H15F2N2O3P (the ωB97M-V functional and the def2-TZVPD basis).

Values from the calculation:
Gap between HOMO and LUMO in eV: 9.847
M in Da: 244.178
HOMO in Ha: -0.347
Energy above the lowest of the compared OMol25 structures with the same formula, charge and spin in kJ/mol: 104.3
DFT total energy in eV: -31345.3409
Max |F| in hartree/bohr: 0.0988
E_LUMO in eV: 0.4

```
30
C7H15F2N2O3P, DFT the ωB97M-V functional and the def2-TZVPD basis
C 3.394 0.610 -0.151
C 0.041 2.301 -0.957
C 1.122 0.596 -2.440
C -0.750 -2.002 -1.108
C -0.096 -2.455 1.137
C 0.938 1.499 2.371
C 2.611 -0.670 0.422
N 0.458 0.874 -1.177
N -0.188 -1.422 0.107
O 4.417 0.597 -0.734
O 2.550 1.488 0.103
O 0.293 0.501 1.549
F 2.659 -2.391 -0.136
F 2.764 -0.794 1.729
P 0.824 -0.090 0.141
H -0.275 2.784 -1.788
H -0.789 2.448 -0.303
H 0.810 2.914 -0.504
H 0.647 1.117 -3.176
H 2.181 1.047 -2.321
H 1.316 -0.507 -2.636
H -1.025 -1.356 -1.941
H 0.155 -2.679 -1.453
H -1.669 -2.526 -0.903
H 0.256 -1.779 1.906
H -1.208 -2.780 1.357
H 0.503 -3.290 0.927
H 1.602 1.060 3.116
H 0.261 2.073 3.005
H 1.540 2.072 1.722
```



Entry from the OMol25 dataset: a molecular structure, C7H15F2N7O3RhSe (the ωB97M-V functional and the def2-TZVPD basis).

Values from the calculation:
Gap between HOMO and LUMO in eV: 5.912
M in Da: 465.105
HOMO in Ha: -0.379
Energy above the lowest of the compared OMol25 structures with the same formula, charge and spin in kJ/mol: 79.0
Net charge: +1
DFT total energy in eV: -97854.8566
Max |F| in hartree/bohr: 0.0112
E_LUMO in eV: -4.4

```
36
C7H15F2N7O3RhSe, DFT the ωB97M-V functional and the def2-TZVPD basis
Rh 0.067 -0.686 -1.081
N 2.194 -0.463 -1.301
N 2.588 0.687 -2.006
C 1.675 1.518 -2.581
N 2.173 2.545 -3.253
N 0.395 1.209 -2.384
N -0.607 2.050 -2.902
O -1.719 1.754 -2.561
O -0.315 2.981 -3.638
H 2.522 -0.418 -0.338
H 2.595 -1.288 -1.740
H 3.575 0.857 -2.096
H 3.165 2.651 -3.375
H 1.522 3.161 -3.718
Se -4.527 -0.783 -2.016
C -2.935 -0.825 -1.332
N -1.874 -0.873 -0.807
F 1.374 -2.932 -0.172
C 0.251 -2.609 -0.861
F 0.438 -3.004 -2.154
H -0.616 -3.104 -0.428
C -1.432 0.101 3.951
N -0.552 -0.478 2.933
C 0.252 -1.624 3.362
C -0.525 -0.037 1.693
C -1.429 1.078 1.280
O 0.324 -0.558 0.891
H -1.013 -0.124 4.927
H -2.430 -0.333 3.886
H -1.497 1.180 3.847
H -0.383 -2.294 3.938
H 1.074 -1.286 3.993
H 0.646 -2.148 2.499
H -2.469 0.843 1.506
H -1.349 1.267 0.214
H -1.158 1.983 1.826
```



What did the second record say?
Entry from the OMol25 dataset: a molecular structure, C7H15CuNO4 (the ωB97M-V functional and the def2-TZVPD basis).

Values from the calculation:
Gap between HOMO and LUMO (spin up / spin down) in eV: 7.652 / 4.201
M in Da: 240.746
HOMO (spin up / spin down) in Ha: -0.594 / -0.594
Energy above the lowest of the compared OMol25 structures with the same formula, charge and spin in kJ/mol: 0.0
Multiplicity: 2
Net charge: +2
DFT total energy in eV: -61799.9744
Max |F| in hartree/bohr: 0.1038
E_LUMO (spin up / spin down) in eV: -8.5 / -12.0

```
28
C7H15CuNO4, DFT the ωB97M-V functional and the def2-TZVPD basis
C 4.236 1.149 0.282
C 3.943 -0.293 -0.269
O 3.966 -1.209 0.694
C 2.541 -0.324 -1.062
O 1.465 -0.264 -0.174
C 0.386 -0.959 -0.614
O 0.431 -1.997 -1.074
O -0.774 -0.286 -0.460
C -1.609 -0.840 0.558
C -3.072 -0.651 0.251
C -3.475 0.765 -0.148
N -4.920 0.891 0.115
H 5.004 1.567 -0.357
H 3.364 1.782 0.280
H 4.646 1.059 1.277
H 4.746 -0.570 -0.940
H 3.521 -0.879 1.505
H 2.571 -1.221 -1.673
H 2.552 0.547 -1.708
H -1.381 -0.355 1.525
H -1.421 -1.894 0.720
H -3.629 -0.889 1.153
H -3.441 -1.324 -0.515
H -2.977 1.592 0.454
H -3.310 0.960 -1.199
H -5.360 0.138 -0.400
H -5.273 1.781 -0.215
Cu -2.731 1.725 1.994
```



- Look up the DFT total energy of the second one.
  -61799.9744 eV



- Which formula does entry 2 have?
  C7H15CuNO4



- What is the max |F| in the first record?
  0.0595 hartree/bohr